Record 1
The following is a DFT calculation (ωB97M-V with the def2-TZVPD basis set) of a structure of composition C51H45FN5O8STl.

Results
Total charge: -2
Relative energy (zero: lowest compared OMol25 entry of this formula, charge and spin) in kJ/mol: 423.1
Spin multiplicity: 1
Molecular weight in g mol⁻¹: 1111.396
Electronic energy in eV: -95687.012

Geometry as XYZ:
```
112
Properties=species:S:1:pos:R:3:lowdin_charge:R:1
Tl 14.7550 10.9625 13.6093 0.913
O 17.4591 10.9188 13.7020 -0.317
C 18.3026 11.9557 13.5032 -0.544
C 17.8132 13.2089 14.3413 -0.087
C 17.8091 13.1281 15.8264 -0.267
C 18.8956 13.7512 16.5020 -0.030
C 18.9684 13.7237 17.8783 -0.094
C 17.9936 13.0526 18.5752 -0.052
C 16.9018 12.5047 17.8570 -0.215
C 15.7617 11.7895 18.6172 -0.037
C 15.9240 10.2189 18.9158 -0.367
O 15.9592 9.3967 17.7153 -0.302
C 17.3504 10.0757 19.4483 -0.164
C 17.6731 10.4796 20.7639 -0.054
C 18.9981 10.4282 21.2675 -0.087
C 20.0409 9.9084 20.4458 -0.092
C 19.6538 9.4346 19.2127 -0.087
C 18.4020 9.6401 18.6463 0.002
C 14.8613 9.5522 19.8502 -0.130
C 15.0807 8.4838 20.7001 -0.028
C 14.0320 7.8593 21.4283 -0.095
C 12.7524 8.3416 21.3177 -0.110
C 12.5169 9.3980 20.4071 -0.091
C 13.5383 10.0381 19.7690 -0.043
N 16.8232 12.5674 16.5017 0.205
C 18.2340 12.2904 11.9725 -0.103
C 18.8909 11.3860 11.0664 -0.038
C 18.6815 11.5221 9.7547 -0.114
C 17.8358 12.5406 9.2520 -0.130
C 17.1537 13.3404 10.1097 -0.116
C 17.4912 13.3616 11.4592 -0.036
C 19.7769 11.6030 13.9345 -0.153
C 19.9988 10.6001 14.8493 -0.020
C 21.2540 10.4359 15.3818 -0.081
C 22.3585 11.1763 14.9427 -0.133
C 22.1409 12.1771 14.0753 -0.115
C 20.8514 12.3535 13.5072 -0.033
H 16.7373 13.3018 14.0946 0.099
H 18.3790 14.1115 14.0770 0.112
H 19.6008 14.2916 15.8342 0.113
H 19.7189 14.3794 18.3378 0.101
H 17.8868 13.2795 19.6257 0.101
H 14.7975 11.9173 18.0705 0.091
H 15.7207 12.2291 19.6392 0.120
H 17.0053 10.8582 21.5734 0.123
H 19.1615 10.7756 22.2716 0.077
H 21.0434 10.1006 20.7177 0.075
H 20.3794 9.0720 18.5336 0.079
H 18.3416 9.3694 17.6352 0.102
H 16.0342 8.0796 20.9122 0.097
H 14.3137 7.1616 22.2651 0.108
H 11.9333 8.0666 21.9809 0.090
H 11.5183 9.7825 20.2743 0.095
H 13.3164 10.8635 19.0145 0.132
H 19.5081 10.6359 11.4397 0.099
H 19.0756 10.7726 9.0580 0.097
H 17.6193 12.6397 8.1610 0.097
H 16.5174 14.0897 9.6521 0.093
H 17.2554 14.1303 12.1487 0.085
H 19.1317 10.0618 15.1757 0.109
H 21.4364 9.7693 16.2021 0.078
H 23.3474 10.9862 15.3044 0.084
H 22.9222 12.8751 13.9385 0.076
H 20.7869 13.0511 12.6751 0.111
C 11.1278 14.8476 15.7633 -0.042
C 12.0498 14.2584 14.7275 -0.328
N 12.8079 13.2246 14.8690 0.052
O 12.5538 12.6457 16.1413 -0.133
C 12.1042 14.9573 13.4229 -0.256
C 10.8942 15.6137 12.7508 -0.036
N 13.2370 14.8605 12.7409 0.007
O 13.4156 15.5025 11.7118 0.002
H 11.6206 14.6733 16.7165 0.068
H 10.1660 14.3269 15.8018 0.088
H 11.1590 15.9364 15.5463 0.086
H 13.1589 11.8123 16.0937 -0.017
H 11.1080 16.6681 12.4290 0.087
H 10.0450 15.5778 13.4624 0.068
H 10.6324 14.9637 11.8820 0.093
C 9.5578 6.3556 8.7321 -0.033
C 10.4064 7.5716 8.3217 -0.319
C 9.7324 8.4755 7.3134 -0.148
C 8.5258 9.1276 7.9993 -0.143
C 8.8902 9.7613 9.3278 -0.139
C 8.0614 10.6855 9.9319 0.011
C 8.3064 11.1603 11.2402 -0.249
F 7.5553 12.1337 11.8323 0.022
C 9.3795 10.6700 11.9886 0.081
C 10.3203 9.8047 11.3956 -0.063
C 11.4419 9.2950 12.0936 -0.281
O 11.5998 9.4932 13.3472 0.010
C 12.3822 8.3623 11.3991 -0.031
C 11.9672 7.8956 10.2057 0.024
N 10.7931 8.3190 9.5492 -0.024
C 10.0750 9.3658 10.0566 -0.073
C 13.6198 7.8104 12.0482 -0.632
O 14.0227 6.6641 11.7061 -0.048
O 14.2052 8.6209 12.8361 -0.213
H 9.0904 5.9418 7.8520 0.068
H 8.7297 6.5689 9.3734 0.069
H 10.2624 5.6465 9.2358 0.101
H 11.3993 7.1809 8.0562 0.133
H 9.4718 7.9113 6.3976 0.114
H 10.4504 9.1642 6.8309 0.124
H 7.6775 8.4548 8.1908 0.116
H 8.0751 9.8774 7.3189 0.117
H 7.0740 10.9679 9.5359 0.124
H 9.5453 11.0098 12.9745 0.117
H 12.5218 7.0668 9.6866 0.147
O 13.7317 8.0618 16.8925 -0.413
S 14.5639 9.2104 16.5637 0.713
N 14.0596 10.4799 16.0371 -0.420
```

---

Record 2
The following is a DFT calculation (ωB97M-V with the def2-TZVPD basis set) of a structure of composition C51H46BeGeN3P2STe.

Results
Total charge: -1
Relative energy (zero: lowest compared OMol25 entry of this formula, charge and spin) in kJ/mol: 7.9
Spin multiplicity: 1
Molecular weight in g mol⁻¹: 1004.187
Electronic energy in eV: -151726.816

Geometry as XYZ:
```
106
Properties=species:S:1:pos:R:3:lowdin_charge:R:1
Be 11.4290 11.1839 13.3857 -0.201
Te 13.5514 14.8032 9.9746 1.212
C 14.2511 16.4302 11.2262 -0.533
C 13.3358 17.2678 11.8908 -0.142
C 13.8031 18.1755 12.8429 -0.141
N 15.1165 18.3170 13.2118 0.058
C 15.9272 17.5994 12.4816 -0.167
C 15.5847 16.5860 11.5190 -0.110
C 13.1522 13.2531 11.4996 -0.968
P 11.5718 12.9131 12.0339 0.859
C 10.6934 14.3666 12.7449 -0.310
C 9.9114 14.1818 13.9345 -0.084
C 9.1675 15.2300 14.4230 -0.095
C 9.0554 16.4394 13.7139 -0.090
C 9.8756 16.6585 12.6030 -0.094
C 10.6020 15.5886 12.0969 -0.147
C 10.5951 12.4571 10.5179 -0.338
C 11.2790 12.0402 9.3564 -0.146
C 10.6280 11.6445 8.2014 -0.083
C 9.2538 11.4221 8.2677 -0.085
C 8.5475 11.8150 9.4241 -0.072
C 9.2221 12.3479 10.5281 -0.090
P 14.4334 12.5633 12.4563 0.903
C 14.9200 13.6648 13.8687 -0.351
C 15.7833 13.1151 14.8529 -0.137
C 16.0594 13.8355 15.9826 -0.116
C 15.4704 15.0916 16.1554 -0.092
C 14.5548 15.6341 15.2308 -0.087
C 14.2644 14.8802 14.1259 -0.106
C 15.9025 12.7144 11.3263 -0.398
C 17.1317 13.2440 11.7318 -0.101
C 18.2109 13.2322 10.8416 -0.083
C 18.1081 12.5954 9.5769 -0.098
C 16.8930 12.0140 9.2362 -0.119
C 15.8001 12.0842 10.0683 -0.179
H 12.2541 17.2447 11.7101 0.062
H 13.0520 18.7179 13.3867 0.094
H 16.9789 17.8138 12.6331 0.096
H 16.2848 15.9814 11.0104 0.067
H 9.8673 13.1942 14.3658 0.050
H 8.5786 15.0938 15.3393 0.104
H 8.4333 17.1958 14.1840 0.093
H 9.9095 17.6475 12.1191 0.106
H 11.1622 15.6005 11.1804 0.020
H 12.3336 12.1708 9.3528 0.031
H 11.1671 11.5637 7.2823 0.092
H 8.6421 11.0224 7.5339 0.068
H 7.4852 11.6834 9.4187 0.089
H 8.6658 12.6344 11.4207 0.110
H 16.2161 12.0875 14.7302 0.112
H 16.7178 13.3720 16.7370 0.104
H 15.7295 15.7301 17.0029 0.093
H 14.0492 16.5996 15.4176 0.108
H 13.4978 15.2355 13.3961 0.087
H 17.1868 13.6880 12.7137 0.088
H 19.1402 13.7166 11.1244 0.092
H 18.9454 12.4617 8.8843 0.095
H 16.8489 11.5625 8.2560 0.094
H 14.8307 11.6590 9.8186 0.062
C 11.4264 11.3242 14.9600 -0.374
Ge 11.3394 9.9259 16.2279 0.831
C 11.3736 10.7165 18.0308 -0.240
C 12.1702 10.3652 19.1660 -0.103
C 11.9815 11.0238 20.3596 -0.131
C 11.0976 12.0912 20.4994 -0.116
C 10.3996 12.5283 19.3814 -0.110
C 10.5255 11.8464 18.1866 -0.119
C 9.8201 8.6817 16.3358 -0.311
C 9.5218 7.9812 17.4624 -0.120
C 8.3011 7.2641 17.5324 -0.102
C 7.4448 7.2050 16.4509 -0.141
C 7.7870 7.8507 15.2886 -0.105
C 8.9948 8.5630 15.2063 -0.094
C 12.7683 8.5450 16.1362 -0.283
C 14.0817 8.9514 16.2052 -0.142
C 15.1244 8.0485 15.9932 -0.128
C 14.8228 6.7023 15.7182 -0.131
C 13.5170 6.2761 15.5743 -0.092
C 12.4800 7.2016 15.8377 -0.084
H 11.4577 12.2867 15.4435 -0.078
H 12.8515 9.5397 19.1196 0.084
H 12.5440 10.6718 21.2107 0.088
H 11.0301 12.5587 21.5015 0.100
H 9.6820 13.3474 19.4851 0.098
H 9.8504 12.0433 17.3739 0.085
H 10.1826 8.0945 18.3532 0.112
H 8.0999 6.5712 18.3621 0.095
H 6.5065 6.6089 16.5000 0.104
H 7.1414 7.8154 14.3761 0.108
H 9.2260 9.1361 14.3525 0.046
H 14.3670 10.0125 16.3466 0.115
H 16.2009 8.2888 16.0817 0.106
H 15.6195 5.9681 15.6007 0.094
H 13.2799 5.2424 15.4257 0.087
H 11.4393 6.8259 15.8870 0.101
C 15.4085 8.8540 12.6786 -0.063
N 13.9967 9.1005 12.8712 -0.019
C 13.1347 9.3524 11.8980 -0.832
N 13.5286 9.7423 10.7153 0.134
S 11.4384 9.3347 12.2690 0.704
H 15.7508 8.2386 13.5253 0.068
H 15.9529 9.8469 12.6410 0.088
H 15.5843 8.3049 11.7471 0.084
H 13.5603 8.7818 13.7423 0.097
H 14.5435 9.7796 10.4691 0.109
H 12.9048 9.9031 9.9421 0.095
```